Record 1
The following is a DFT calculation (ωB97M-V/def2-TZVPD) of a single C2H4F2O4 molecule.

Structure (XYZ):
```
12
Properties=species:S:1:pos:R:3:forces:R:3:mulliken_charge:R:1
O -0.6812 2.3746 1.3456 -0.7116 -0.8647 0.8335 -0.44
C -0.8081 1.2008 0.7153 -2.2107 -1.1912 0.0476 0.32
F -1.1392 1.4589 -0.6225 0.1274 -0.2689 0.0212 -0.32
O 0.3190 0.4074 0.7397 2.0149 5.3880 0.5643 -0.17
O 0.0100 -0.8468 0.6755 -0.5909 -6.0876 -3.1233 -0.33
C 0.3871 -1.3688 -0.8976 -0.3068 1.5872 3.1653 0.34
O 1.7038 -1.3217 -1.0737 -1.0396 0.9619 -0.9259 -0.40
F -0.1395 -2.5749 -0.8997 -0.0786 -0.5577 0.0051 -0.24
H 0.0498 2.6703 0.8745 2.5833 2.3734 -0.8580 0.31
H -1.6213 0.6721 1.1820 -0.4346 -0.4634 -0.1807 0.33
H -0.1070 -0.6578 -1.4939 -0.7664 0.7109 -0.8098 0.27
H 2.0266 -2.0141 -0.5451 1.4136 -1.5880 1.2606 0.31
```
Forces are in eV/Å.

Results
E_HOMO   -0.3770 Ha
E_tot   -579.17122 hartree
SMILES   O[C@@H](F)OO[C@@H](O)F
Largest force on an atom   0.134 hartree/bohr
Lowest unoccupied orbital energy   0.767 eV
Relative energy (zero: lowest compared OMol25 entry of this formula, charge and spin)   0.0000 eV
HOMO-LUMO gap   11.0 eV



Record 2
The following is a DFT calculation (ωB97M-V/def2-TZVPD) of 5 unconnected molecules or ions with the total composition C5H14B2Cl8O2.

Structure (XYZ):
```
31
Properties=species:S:1:pos:R:3:forces:R:3:mulliken_charge:R:1
B 2.1183 -2.2200 1.8042 -0.0999 -0.0707 0.1809 0.21
C 1.0944 -2.1030 2.9592 0.4778 0.3735 -0.5892 -0.40
B -0.2907 -2.6346 2.3938 0.1375 -0.3359 0.2965 0.77
O -1.3089 -1.7745 2.0971 -0.3000 0.0924 -0.4764 -0.64
O -0.5109 -3.9934 2.2616 0.0295 0.0214 -0.7127 -0.54
H 2.5599 -3.3057 1.5627 0.0327 -0.0198 -0.1086 -0.12
H 2.4465 -1.3083 1.1133 -0.0101 0.0492 0.0097 -0.09
H 0.9429 -1.0865 3.3041 0.0303 0.1634 0.0988 0.15
H 1.4230 -2.7608 3.7591 -0.1795 -0.2167 0.1842 0.16
H -1.1049 -1.2107 1.3324 -0.0520 0.0700 0.5314 0.19
H 0.1539 -4.3882 1.6760 -0.0651 -0.1435 0.6768 0.30
Cl -0.1367 -0.7387 -0.7982 0.0245 0.0037 0.0209 -0.19
C -0.7193 0.9360 -0.8434 0.0863 0.0075 0.0629 -0.25
Cl -0.3313 1.7974 0.6473 -0.2177 0.0039 0.0113 -0.13
H -0.2459 1.4441 -1.6750 0.0786 -0.0265 0.0087 0.39
H -1.7921 0.9306 -0.9671 0.0492 -0.1729 0.0133 0.17
Cl -3.2360 2.7288 -1.9096 -0.2031 0.1448 -0.1216 -0.16
C -3.9670 3.0613 -0.3299 0.0058 0.0021 0.1037 -0.18
Cl -3.6053 4.6936 0.2314 -0.0097 -0.0163 0.0145 -0.15
H -5.0402 2.9535 -0.4212 -0.0177 0.0334 -0.0606 0.33
H -3.5702 2.3535 0.3891 0.0721 0.0181 -0.0045 0.17
Cl 3.0077 2.4872 0.6910 0.1836 0.0052 0.0257 -0.10
C 3.1775 4.2307 0.9185 0.0303 0.0000 0.0111 -0.30
Cl 1.8797 5.1325 0.1246 0.0011 0.0275 0.0075 -0.14
H 3.1444 4.4436 1.9795 -0.0592 -0.0153 0.0206 0.26
H 4.1236 4.5445 0.4959 -0.0058 -0.0079 -0.0673 0.29
Cl -0.3289 -1.2137 -4.2200 -0.0464 0.0258 -0.1707 -0.13
C -0.1538 -2.9295 -4.6066 -0.0271 -0.0444 0.0146 -0.29
Cl 1.5040 -3.4945 -4.3736 -0.0084 -0.0253 -0.0034 -0.15
H -0.8054 -3.4959 -3.9530 0.0175 0.0146 0.0592 0.25
H -0.4282 -3.0792 -5.6430 0.0450 0.0389 -0.0375 0.31
```
Forces are in eV/Å.

Results
E_HOMO   -0.3855 Ha
E_tot   -4080.67064 hartree
SMILES   BCB(O)O.ClCCl.ClCCl.ClCCl.ClCCl
Largest force on an atom   0.016 hartree/bohr
Lowest unoccupied orbital energy   0.334 eV
HOMO-LUMO gap   10.8 eV



Record 3
The following is a DFT calculation (ωB97M-V/def2-TZVPD) of 2 unconnected molecules or ions with the total composition C2H4NP.

Structure (XYZ):
```
8
Properties=species:S:1:pos:R:3:forces:R:3:mulliken_charge:R:1
C -0.8931 0.2067 0.0795 1.2052 -0.5906 0.6237 -0.46
C 0.2244 -0.2723 -0.8184 -0.2607 2.4040 3.7825 -0.25
N 1.3307 0.0632 0.0879 1.1632 -3.2339 2.7556 -0.48
P 0.4079 1.4410 -0.2566 -0.1349 0.7279 -1.0828 0.07
H -1.9265 0.2538 -0.0371 -1.6184 0.1284 -1.0125 0.36
H -0.6004 -0.0625 1.0756 -0.5506 -0.6300 0.9123 0.09
H 0.2816 -1.0076 -1.5249 0.1244 -1.1836 -2.1611 0.46
H 1.1754 -0.6222 1.3941 0.0717 2.3777 -3.8178 0.20
```
Forces are in eV/Å.

Results
E_HOMO   -0.3283 Ha
E_tot   -474.55035 hartree
Largest force on an atom   0.087 hartree/bohr
Lowest unoccupied orbital energy   0.548 eV
Relative energy (zero: lowest compared OMol25 entry of this formula, charge and spin)   3.3562 eV
HOMO-LUMO gap   9.5 eV



Record 4
The following is a DFT calculation (ωB97M-V/def2-TZVPD) of a gas-phase ion, C6H10IN2O (charge +1).

Structure (XYZ):
```
20
Properties=species:S:1:pos:R:3:forces:R:3:mulliken_charge:R:1
C -1.0342 -3.1216 -0.1528 -0.0854 -0.5500 0.2437 -0.97
C -0.0062 -2.3069 0.5946 0.7344 -2.2420 -1.0001 -0.48
O 0.7682 -1.4486 -0.2030 1.0152 1.6595 -1.5724 -0.28
N 0.6242 -0.0820 -0.0683 3.6417 -3.1830 1.1785 0.22
C -0.4977 0.6066 -0.0514 -0.1302 3.2855 -1.1163 -0.32
C -0.0397 1.9156 -0.0705 -0.8938 0.6524 0.5676 0.39
C -0.7533 3.2042 -0.3178 -1.2568 -0.8780 -1.6080 -1.25
N 1.3293 1.9366 0.1394 -2.1269 -1.5044 -1.0053 -0.04
C 1.7527 0.6439 0.0943 0.6645 0.5792 -0.0115 -0.08
I 3.8030 0.1167 0.2092 -1.5007 0.0411 -0.0731 0.30
H -0.6016 -3.9830 -0.6437 0.6668 -0.1298 -0.0735 0.33
H -1.5710 -3.6032 0.7033 -0.7208 0.6577 -1.1684 0.31
H -1.5157 -2.6262 -1.0091 -0.7509 0.1800 1.0003 0.31
H 0.7304 -3.0650 0.8716 0.0675 0.3363 0.7172 0.33
H -0.3748 -1.8118 1.4270 -0.7595 1.0251 1.6187 0.51
H -1.4365 0.2226 -0.3613 -0.5588 -0.3325 0.1198 0.42
H -1.7283 3.0009 -0.8893 1.6768 0.3862 0.4052 0.32
H -1.1055 3.6254 0.5741 -0.2836 0.7097 1.5520 0.31
H -0.1123 3.9504 -0.8173 -0.4095 -0.4464 -0.0439 0.38
H 1.7689 2.8253 -0.0289 1.0100 -0.2466 0.2697 0.29
```
Forces are in eV/Å.

Results
E_HOMO   -0.4821 Ha
E_tot   -716.72886 hartree
SMILES   CCOn1cc(C)[nH+]c1I
Largest force on an atom   0.097 hartree/bohr
Lowest unoccupied orbital energy   -3.755 eV
Relative energy (zero: lowest compared OMol25 entry of this formula, charge and spin)   2.4856 eV
Total charge   +1
HOMO-LUMO gap   9.4 eV